20
Properties=species:S:1:pos:R:3 method="wB97M-V/def2-TZVPD" orbital_gap_ev="6.76 / 6.87" total_energy_ha=-1161.1351 largest_force_ev_per_a=3.357
C -0.263 -0.246 0.346
C 1.114 0.019 0.220
C -2.585 -0.461 -1.580
C -1.889 0.369 -2.339
C -1.464 -0.139 0.413
C -2.827 -0.144 -0.141
C 2.658 -0.534 2.320
C 2.431 -0.597 0.772
N 0.092 2.184 -1.161
S 1.235 1.661 -0.260
S -1.422 2.072 -1.788
H -2.844 -1.363 -2.123
H -1.607 0.296 -3.354
H -3.201 0.884 -0.057
H -3.482 -0.860 0.306
H 2.868 0.450 2.467
H 3.654 -0.958 2.642
H 1.740 -0.936 2.918
H 2.594 -1.678 0.375
H 3.197 -0.018 0.023

***

20
Properties=species:S:1:pos:R:3 method="wB97M-V/def2-TZVPD" charge=-1 orbital_gap_ev=6.77 total_energy_ha=-858.8604 largest_force_ev_per_a=3.572
C -0.073 1.613 0.953
C -1.358 1.190 0.907
C 1.011 1.213 0.045
C -1.909 0.256 0.061
C -0.929 -1.481 1.446
C 1.099 0.203 -0.836
C -1.338 -0.971 0.033
C 2.397 0.056 -1.672
O -0.693 -2.789 1.404
O -0.812 -0.802 2.426
S -1.672 -2.226 -1.030
H -0.066 2.640 1.396
H -2.136 1.808 1.373
H 1.755 2.076 0.033
H -2.823 0.480 -0.627
H 0.474 -0.706 -0.730
H 2.230 0.677 -2.592
H 2.735 -0.973 -1.843
H 3.267 0.613 -1.224
H -1.161 -2.879 0.477

***

19
Properties=species:S:1:pos:R:3 method="wB97M-V/def2-TZVPD" orbital_gap_ev="6.99 / 6.99" total_energy_ha=-726.7437 largest_force_ev_per_a=4.321
C 2.739 -0.933 0.063
C 2.360 0.422 0.303
C 1.706 -1.820 -0.236
C 1.104 0.859 0.184
C 0.366 -1.410 -0.270
C -0.016 -0.088 -0.011
C -1.761 1.746 -0.269
C -1.369 0.348 -0.058
O -4.035 -0.289 0.227
P -2.640 -0.753 0.175
H 3.774 -1.079 -0.156
H 3.211 1.037 0.593
H 1.742 -2.810 -0.495
H 0.773 1.901 0.047
H -0.440 -2.073 -0.423
H -2.071 2.029 0.725
H -0.958 2.320 -0.591
H -2.458 1.915 -1.020
H -2.029 -1.321 1.214

***

312
Properties=species:S:1:pos:R:3 method="wB97M-V/def2-TZVPD" orbital_gap_ev=8.47 total_energy_ha=-5039.8676 largest_force_ev_per_a=6.351
C 5.656 3.267 0.755
C 4.154 3.658 0.746
C 3.106 2.544 0.394
C 3.025 1.439 1.462
C 2.636 2.065 2.774
C 3.582 3.288 3.185
N 3.796 4.160 2.099
O 4.528 5.253 2.467
C 2.918 4.024 4.349
C 4.858 2.618 3.693
C 3.960 4.790 -0.308
H 6.052 2.372 1.235
H 6.396 3.901 1.242
H 6.076 3.383 -0.244
H 2.116 2.872 0.077
H 3.385 1.930 -0.462
H 3.872 0.766 1.589
H 2.150 0.801 1.337
H 2.463 1.375 3.600
H 1.672 2.564 2.676
H 2.285 4.779 3.883
H 2.386 3.371 5.041
H 3.584 4.579 5.010
H 4.703 2.204 4.689
H 5.156 1.746 3.110
H 5.618 3.400 3.698
H 4.020 4.369 -1.312
H 4.774 5.510 -0.227
H 3.003 5.310 -0.253
H 3.895 5.974 2.505
C -3.356 -5.088 4.658
C -1.951 -5.310 3.948
C -1.655 -4.120 2.941
C -0.190 -4.081 2.436
C 0.692 -3.991 3.737
C 0.516 -5.200 4.700
N -0.915 -5.463 5.029
O -1.104 -6.646 5.719
C 1.297 -6.391 4.078
C 1.155 -4.774 6.087
C -2.112 -6.623 3.099
H -3.629 -5.964 5.246
H -4.210 -4.987 3.988
H -3.407 -4.229 5.328
H -2.384 -4.117 2.130
H -1.763 -3.208 3.528
H -0.094 -3.187 1.820
H 0.088 -4.936 1.820
H 0.453 -3.137 4.370
H 1.684 -4.003 3.286
H 1.776 -6.126 3.136
H 2.128 -6.742 4.690
H 0.781 -7.312 3.807
H 2.134 -4.342 5.881
H 0.579 -4.007 6.604
H 1.245 -5.630 6.755
H -2.970 -6.443 2.452
H -2.222 -7.513 3.719
H -1.298 -6.724 2.380
H -1.148 -6.355 6.633
C -1.629 3.465 2.484
C -1.923 4.653 3.475
C -0.662 5.447 3.677
C -0.470 6.612 2.647
C -1.683 7.391 2.527
C -2.896 6.545 2.093
N -3.085 5.384 3.010
O -4.219 4.604 2.892
C -4.152 7.572 2.050
C -2.592 6.123 0.696
C -2.266 4.170 4.865
H -1.163 3.675 1.521
H -2.530 2.856 2.414
H -0.921 2.740 2.885
H -0.530 5.738 4.719
H 0.185 4.808 3.429
H -0.158 6.277 1.658
H 0.233 7.364 3.005
H -1.657 8.120 1.717
H -1.947 7.883 3.463
H -3.991 8.435 1.404
H -5.135 7.201 1.761
H -4.229 7.927 3.077
H -3.555 5.954 0.214
H -2.122 6.936 0.143
H -2.064 5.176 0.583
H -3.023 3.386 4.888
H -2.565 5.008 5.495
H -1.446 3.742 5.441
H -4.570 4.706 3.780
C 3.714 -4.049 -6.084
C 2.858 -3.843 -7.379
C 1.436 -3.357 -6.877
C 1.252 -1.900 -6.661
C 1.758 -1.115 -7.821
C 3.269 -1.352 -8.098
N 3.474 -2.837 -8.300
O 4.832 -3.211 -8.591
C 3.693 -0.718 -9.457
C 4.243 -0.827 -6.950
C 2.724 -5.245 -8.127
H 4.598 -4.613 -6.380
H 3.252 -4.643 -5.295
H 4.014 -3.163 -5.525
H 0.743 -3.649 -7.666
H 1.122 -3.852 -5.958
H 1.736 -1.574 -5.740
H 0.227 -1.641 -6.394
H 1.684 -0.048 -7.608
H 1.192 -1.287 -8.736
H 2.942 -0.849 -10.236
H 3.762 0.364 -9.343
H 4.645 -1.070 -9.855
H 3.768 -1.108 -6.010
H 5.258 -1.219 -6.884
H 4.289 0.255 -6.830
H 1.984 -5.934 -7.720
H 3.680 -5.769 -8.096
H 2.415 -5.183 -9.170
H 4.848 -3.472 -9.515
C -1.522 3.193 -6.472
C -1.049 2.184 -5.394
C 0.511 2.109 -5.581
C 1.288 3.272 -4.925
C 0.826 3.529 -3.504
C -0.733 3.641 -3.296
N -1.418 2.568 -3.975
O -2.759 2.602 -3.763
C -1.011 3.557 -1.756
C -1.181 5.117 -3.726
C -1.537 0.781 -5.758
H -2.429 3.704 -6.150
H -1.576 2.751 -7.467
H -0.858 4.051 -6.570
H 0.918 1.134 -5.309
H 0.669 2.285 -6.645
H 1.083 4.138 -5.554
H 2.363 3.092 -4.945
H 1.378 4.373 -3.090
H 1.125 2.595 -3.028
H -0.787 2.512 -1.540
H -0.422 4.219 -1.121
H -2.093 3.602 -1.626
H -0.421 5.842 -3.434
H -1.188 5.148 -4.815
H -2.176 5.401 -3.382
H -1.122 0.050 -5.063
H -1.094 0.530 -6.721
H -2.627 0.782 -5.800
H -3.000 3.524 -3.876
C -9.433 5.022 2.040
C -9.337 4.019 3.174
C -10.145 2.825 2.735
C -9.843 1.567 3.590
C -8.311 1.369 3.648
C -7.440 2.582 4.149
N -7.879 3.784 3.402
O -7.210 4.854 3.769
C -7.425 2.623 5.727
C -5.921 2.257 3.768
C -10.047 4.654 4.360
H -9.201 6.015 2.425
H -10.441 5.099 1.630
H -8.778 4.832 1.190
H -11.230 2.889 2.813
H -9.844 2.694 1.696
H -10.264 0.685 3.106
H -10.222 1.709 4.602
H -8.051 1.190 2.605
H -8.056 0.524 4.288
H -8.323 3.032 6.191
H -7.242 1.622 6.116
H -6.659 3.316 6.075
H -5.649 1.267 4.132
H -5.723 2.461 2.716
H -5.354 3.026 4.293
H -11.017 5.039 4.048
H -9.508 5.567 4.611
H -9.976 4.052 5.266
H -6.761 5.007 2.934
C 4.620 -3.903 1.756
C 5.608 -3.428 2.825
C 5.185 -4.020 4.175
C 5.702 -5.441 4.413
C 7.160 -5.609 4.194
C 7.548 -5.145 2.715
N 6.961 -3.812 2.545
O 7.569 -3.067 1.498
C 9.126 -5.166 2.778
C 7.220 -6.198 1.623
C 5.484 -1.937 3.067
H 5.031 -3.671 0.774
H 3.663 -3.381 1.724
H 4.322 -4.949 1.680
H 5.276 -3.440 5.094
H 4.114 -4.214 4.227
H 5.220 -6.207 3.805
H 5.565 -5.715 5.459
H 7.375 -6.677 4.171
H 7.716 -5.055 4.950
H 9.497 -6.077 3.249
H 9.556 -5.351 1.794
H 9.592 -4.259 3.164
H 6.153 -6.413 1.558
H 7.528 -5.852 0.637
H 7.732 -7.157 1.541
H 5.719 -1.427 2.133
H 6.219 -1.586 3.791
H 4.577 -1.640 3.594
H 8.272 -2.639 1.990
C 7.759 0.363 -0.188
C 7.126 0.190 -1.590
C 5.652 -0.147 -1.269
C 4.627 -0.119 -2.324
C 4.743 1.175 -3.103
C 6.167 1.628 -3.510
N 7.210 1.440 -2.423
O 8.469 1.854 -2.686
C 6.698 0.796 -4.748
C 6.110 3.093 -3.943
C 7.935 -1.101 -2.174
H 8.157 -0.575 0.200
H 7.001 0.632 0.547
H 8.561 1.100 -0.236
H 5.484 -1.157 -0.896
H 5.178 0.442 -0.484
H 3.647 0.043 -1.874
H 4.701 -0.956 -3.018
H 4.254 1.993 -2.573
H 4.159 1.196 -4.023
H 6.337 0.980 -5.760
H 7.787 0.821 -4.783
H 6.460 -0.260 -4.613
H 7.023 3.189 -4.530
H 5.326 3.459 -4.606
H 5.924 3.819 -3.152
H 8.989 -0.893 -2.356
H 7.676 -1.218 -3.226
H 7.970 -2.048 -1.636
H 8.528 2.655 -2.159
C -4.577 2.965 -1.112
C -5.662 1.989 -0.648
C -6.841 2.895 -0.212
O -5.852 1.034 -1.664
H -3.695 2.336 -1.238
H -4.283 3.609 -0.283
H -4.848 3.493 -2.026
H -5.333 1.542 0.290
H -7.188 3.394 -1.117
H -6.651 3.536 0.649
H -7.654 2.281 0.176
H -5.481 1.400 -2.470
C -2.525 -0.368 -1.160
C -1.203 -1.016 -0.897
C -0.253 -0.053 -0.251
O -1.430 -2.111 -0.006
H -2.355 0.436 -1.877
H -2.903 0.144 -0.275
H -3.226 -1.114 -1.533
H -0.829 -1.457 -1.821
H 0.177 0.771 -0.822
H 0.635 -0.659 -0.073
H -0.609 0.426 0.661
H -2.256 -1.953 0.456
C -4.071 -4.130 -5.526
C -4.747 -3.789 -4.090
C -4.688 -5.038 -3.194
O -3.998 -2.746 -3.559
H -3.422 -4.990 -5.361
H -3.409 -3.341 -5.883
H -4.861 -4.406 -6.226
H -5.728 -3.444 -4.419
H -3.745 -5.562 -3.041
H -5.259 -5.890 -3.563
H -5.080 -4.781 -2.210
H -3.192 -3.184 -3.277
C -1.909 -0.253 3.209
C -2.195 -0.524 4.608
C -1.569 0.398 5.662
O -3.582 -0.499 4.876
H -2.278 0.724 2.895
H -2.196 -0.994 2.463
H -0.821 -0.290 3.262
H -1.769 -1.482 4.906
H -0.487 0.318 5.562
H -1.667 0.009 6.676
H -1.786 1.461 5.564
H -3.895 -1.052 4.157
C 0.813 -3.998 -1.888
C -0.296 -4.198 -2.906
C -0.384 -5.717 -3.386
O -1.542 -4.063 -2.253
H 0.928 -2.952 -1.602
H 1.798 -4.084 -2.347
H 0.555 -4.592 -1.011
H -0.044 -3.569 -3.760
H 0.589 -6.037 -3.759
H -0.980 -5.682 -4.298
H -0.848 -6.389 -2.664
H -1.599 -3.412 -1.549
C -6.174 -3.439 1.368
C -5.390 -2.167 1.748
C -6.065 -0.907 1.574
O -5.072 -2.434 3.116
H -6.759 -3.892 2.169
H -5.466 -4.208 1.060
H -6.920 -3.211 0.607
H -4.497 -2.068 1.132
H -6.981 -0.876 2.165
H -6.574 -0.842 0.612
H -5.463 -0.063 1.912
H -5.855 -2.717 3.593